Record 1
The following is a quantum chemistry calculation of C20H28CuN5S as an isolated structure, from OMol25.

CARTESIAN COORDINATES (ANGSTROEM)
Cu1 -1.16234 -0.53652 -0.15529
S1 -3.14163 -0.53413 1.24107
N1 0.43322 -1.61795 -1.13374
N2 -1.59970 -2.72550 0.04829
N3 -2.83063 -3.05416 0.45860
N4 -4.86380 -2.48965 1.38473
N5 -0.53962 1.32947 -0.38457
C1 1.06988 0.63071 1.16240
C2 2.74942 -1.57151 -1.66497
C3 0.53369 -2.91463 -0.81342
C4 -2.07107 3.28382 -0.31169
C5 2.87167 -2.90826 -1.31621
C6 -0.72141 -3.55071 -0.38835
C7 2.77061 -0.36076 2.67816
C8 -3.63905 -2.10481 1.01009
C9 1.74812 -3.59346 -0.87944
C10 2.19002 0.80793 1.94016
C11 2.76750 2.07702 2.01090
C12 0.47758 1.68428 0.41357
C13 -0.87753 -5.03578 -0.47125
C14 1.50701 -0.96739 -1.54452
C15 2.20616 3.15132 1.32376
C16 2.80871 4.52023 1.41914
C17 -1.36222 2.22876 -1.17386
C18 -2.43890 1.35617 -1.83705
C19 -0.54796 2.88482 -2.30345
C20 1.07858 2.95979 0.54921
H1 -1.38283 4.00836 0.10760
H2 -0.32017 -5.44026 -1.31128
H3 -1.97817 0.51608 -2.35845
H4 -2.58755 2.78949 0.50724
H5 -1.92084 -5.32940 -0.58580
H6 3.10095 4.88259 0.43575
H7 1.82190 -4.62500 -0.57325
H8 -3.16934 -4.01045 0.36994
H9 -1.20492 3.51098 -2.90115
H10 1.35935 0.07405 -1.78402
H11 3.68331 4.52481 2.06157
H12 3.06174 -1.14144 1.97481
H13 0.26303 3.49830 -1.92839
H14 3.65319 2.22839 2.60902
H15 2.08273 5.22403 1.82048
H16 -5.24515 -3.39873 1.18059
H17 2.02833 -0.78344 3.35364
H18 0.68472 3.81310 0.02441
H19 0.60230 -0.34550 1.12051
H20 -0.49139 -5.49659 0.43992
H21 3.64432 -0.07006 3.25608
H22 -3.00782 1.93723 -2.55826
H23 -0.12779 2.11503 -2.94670
H24 3.59633 -1.00761 -2.01469
H25 -3.12871 0.97710 -1.08495
H26 3.82416 -3.41277 -1.38386
H27 -5.45481 -1.80023 1.82201
H28 -2.80319 3.81284 -0.91501

## Properties
Highest occupied orbital energy (alpha / beta): -10.281 / -10.172 eV
F_max: 0.0239 Eh/bohr
Lowest unoccupied orbital energy (alpha / beta): -3.116 / -4.006 eV
DFT total energy: -3091.16208 Eh
Charge: +1
Multiplicity: 2

***

Record 2
The following is a quantum chemistry calculation of C20H28F3O5SV as an isolated structure, from OMol25.

CARTESIAN COORDINATES (ANGSTROEM)
V1 0.14935 -0.31961 1.74123
S1 1.28854 -2.79731 3.08245
F1 3.15326 -4.30580 1.99292
F2 3.30560 -3.90341 4.19892
F3 3.90726 -2.35828 2.66688
O1 1.06363 -2.13628 1.72804
O2 0.55608 -4.02905 3.28368
O3 -0.82040 1.55057 -1.19434
O4 -0.27470 -1.28683 -2.04085
O5 1.31188 -1.84928 4.18993
C1 0.81734 -2.22599 -2.14397
C2 0.88696 1.11373 3.20638
C3 -1.57976 2.78315 -1.39422
C4 1.55989 1.65408 1.06039
C5 0.35433 2.09100 -1.86694
C6 -1.41690 -0.84802 3.12959
C7 -2.34962 0.04567 1.20410
C8 -2.72323 2.09908 -2.23657
C9 0.55297 1.88879 2.04290
C10 2.49898 0.72703 1.57425
C11 -2.09933 3.25158 0.00622
C12 -1.88033 0.36726 2.51889
C13 2.10260 0.39903 2.90609
C14 -1.48244 -1.88110 2.12760
C15 -1.97233 -1.28195 0.91406
C16 0.31083 -1.56721 -4.48482
C17 1.16294 -2.56123 -3.62408
C18 -0.43252 -0.73391 -3.42983
C19 3.04423 -3.36295 2.95653
C20 -0.23821 3.52982 -2.07419
H1 -2.68636 4.21987 -0.02712
H2 2.72566 -0.08897 3.63558
H3 -2.16393 -1.77349 -0.03905
H4 3.45030 0.44987 1.10236
H5 -0.01255 0.29372 -3.46166
H6 0.95156 -3.62300 -3.84869
H7 -1.15236 -0.97825 4.16735
H8 0.57565 -3.14987 -1.61106
H9 -3.09160 1.24767 -1.57817
H10 -0.20866 2.65111 1.98873
H11 -1.22858 3.48894 0.62223
H12 -3.09228 0.58519 0.62149
H13 2.24624 -2.43168 -3.80054
H14 1.72917 2.28698 0.19931
H15 -1.93744 1.33486 3.00514
H16 -3.56139 2.79194 -2.49383
H17 0.93452 -0.96763 -5.19613
H18 -0.47842 -2.06554 -5.07874
H19 0.32229 1.09427 4.12919
H20 -0.27223 3.92289 -3.13353
H21 1.66202 -1.71321 -1.65951
H22 0.60716 1.58906 -2.85545
H23 -2.24685 1.60577 -3.14993
H24 -2.63627 2.42481 0.55539
H25 -1.32588 -2.93484 2.27180
H26 1.29678 2.00404 -1.29519
H27 0.33157 4.25302 -1.41459
H28 -1.49503 -0.57010 -3.69663

## Properties
Highest occupied orbital energy (alpha / beta): -8.384 / -8.804 eV
F_max: 0.0618 Eh/bohr
Lowest unoccupied orbital energy (alpha / beta): 0.173 / 0.296 eV
DFT total energy: -2796.73060 Eh
Multiplicity: 3

***

Record 3
The following is a quantum chemistry calculation of C20H28GaNO2S as an isolated structure, from OMol25.

CARTESIAN COORDINATES (ANGSTROEM)
Ga1 -1.84949 -1.90426 -0.56748
S1 -4.21120 -1.27832 3.33009
O1 1.14989 2.40551 -0.01998
O2 0.75387 1.17074 -2.89893
N1 -3.42687 -1.49239 0.66356
C1 -1.83581 -4.23594 0.34108
C2 0.00594 -3.60926 1.57788
C3 -1.08340 -3.80261 2.47072
C4 -1.48511 -0.68255 4.82789
C5 -1.76155 0.38137 3.92502
C6 0.18414 -0.63508 3.25239
C7 -0.28213 -1.29994 4.42267
C8 -0.41737 -3.93275 0.26681
C9 0.32292 1.52653 -4.27587
C10 0.16366 0.14013 0.00651
C11 -3.72583 -1.40596 1.83602
C12 1.34772 1.04773 0.44109
C13 1.52335 2.41543 -4.56850
C14 2.20819 3.26358 -2.32074
C15 -2.21626 -4.15429 1.71899
C16 1.95004 2.01961 -3.14238
C17 -0.70882 0.44766 2.97585
C18 3.19822 1.15507 -3.08639
C19 -0.20439 2.50374 -0.51844
C20 -0.91879 1.12388 -0.48961
H1 -2.09404 -1.00098 5.66527
H2 0.23428 -4.08678 -0.59503
H3 3.46522 0.99955 -2.03496
H4 1.41097 3.99912 -2.40293
H5 -0.62123 1.19565 2.17930
H6 2.20604 2.04495 -5.32829
H7 -0.73076 3.25996 0.07119
H8 -0.08991 -0.48428 0.87434
H9 -2.43995 -4.65508 -0.46645
H10 -1.01903 -3.74387 3.55894
H11 1.02561 -3.35733 1.86996
H12 0.48791 -0.50262 -0.82593
H13 3.03279 0.17424 -3.55003
H14 -0.62464 2.08436 -4.24685
H15 -0.13072 2.85495 -1.54490
H16 -1.22307 0.89640 -1.52044
H17 1.07307 -0.90511 2.69003
H18 1.28861 3.46803 -4.73471
H19 4.02345 1.66864 -3.60380
H20 -2.58455 1.08372 3.96133
H21 2.36995 3.05243 -1.25907
H22 3.11737 3.74712 -2.69749
H23 1.40360 1.06717 1.54467
H24 0.27259 0.69436 -4.99421
H25 2.29097 0.67458 0.01829
H26 -1.82564 1.12817 0.14461
H27 0.20872 -2.12027 4.93180
H28 -3.20854 -4.40469 2.12711

## Properties
Highest occupied orbital energy (alpha / beta): -7.975 / -7.877 eV
F_max: 0.0642 Eh/bohr
Lowest unoccupied orbital energy (alpha / beta): -2.422 / -1.489 eV
DFT total energy: -3306.85123 Eh
Multiplicity: 1

***

Among the records above, which one has the highest F_max? C20H28GaNO2S

***

What is the F_max in the second record? 0.0618 Eh/bohr

***

multiplicity of number 2 (C20H28F3O5SV)? 3